A structure of composition C38H68N9O11SSi2, computed with the ωB97M-V functional and the def2-TZVPD basis.

Each line ends with the Mulliken charge.
CARTESIAN COORDINATES (ANGSTROEM)
C (2.983, -5.226, 5.355)  -1.0778
C (4.323, -4.538, 4.917)  -0.1758
C (4.533, -3.094, 5.477)  -0.4488
O (3.333, -2.339, 5.615)  -0.5626
Si (3.054, -1.353, 4.242)  0.0704
O (4.421, -0.348, 4.129)  -0.5843
O (1.692, -0.449, 4.616)  -0.7783
Si (1.021, 0.393, 3.293)  -0.5810
C (-0.162, -0.813, 2.413)  0.7660
C (-1.178, -0.044, 1.461)  0.1682
C (-2.199, -1.123, 0.933)  -1.4020
C (-1.477, -2.144, -0.016)  -0.2991
C (-0.821, -1.416, -1.247)  1.5319
C (-0.727, -2.344, -2.506)  -0.3981
C (0.283, -1.644, -3.504)  -0.3634
C (1.763, -2.070, -3.269)  0.0335
O (1.958, -3.505, -3.201)  -0.4217
C (2.648, -3.813, -2.017)  0.4230
C (1.933, -4.054, -0.668)  0.2462
O (3.835, -3.892, -2.094)  -0.5764
C (-0.141, 1.721, 4.072)  -1.2593
C (0.050, 3.150, 3.455)  -0.3368
C (1.382, 3.837, 3.917)  -0.6486
S (1.062, 5.615, 4.096)  1.0719
O (2.245, 6.367, 4.444)  -0.6566
O (0.472, 6.112, 2.874)  -0.5470
O (-0.071, 5.741, 5.282)  -0.4701
C (2.280, 1.140, 2.082)  -1.0123
C (2.497, 0.295, 0.748)  2.0788
C (3.993, 0.393, 0.347)  -1.5584
O (1.737, 0.939, -0.312)  -0.4845
C (2.877, -2.537, 2.767)  1.0256
O (1.985, -3.388, 2.636)  -0.6800
O (3.807, -2.438, 1.872)  -0.6986
H (2.160, -4.525, 5.590)  0.3024
H (2.628, -5.841, 4.500)  0.1643
H (3.211, -5.932, 6.184)  0.3841
H (5.158, -5.189, 5.281)  0.4873
H (4.398, -4.526, 3.805)  0.0397
H (4.957, -3.207, 6.509)  0.3993
H (5.332, -2.605, 4.875)  0.0961
H (5.130, -0.820, 3.667)  0.3485
H (-0.794, -1.259, 3.218)  0.5427
H (0.373, -1.570, 1.810)  -0.8895
H (-1.746, 0.743, 2.001)  0.4740
H (-0.586, 0.377, 0.627)  -0.1449
H (-3.101, -0.681, 0.459)  0.3328
H (-2.510, -1.717, 1.829)  0.3905
H (-0.716, -2.745, 0.530)  0.2781
H (-2.232, -2.886, -0.400)  -0.1005
H (0.223, -1.137, -0.974)  -0.6072
H (-1.389, -0.476, -1.461)  -0.3971
H (-1.738, -2.448, -2.964)  0.2463
H (-0.374, -3.340, -2.160)  0.2651
H (-0.054, -1.764, -4.557)  -0.1598
H (0.217, -0.551, -3.275)  0.2302
H (2.358, -1.697, -4.135)  0.3021
H (2.132, -1.644, -2.306)  -0.0440
H (2.646, -4.599, -0.021)  0.0909
H (0.991, -4.637, -0.775)  0.3588
H (1.690, -3.067, -0.213)  -0.4341
H (0.139, 1.802, 5.156)  0.5912
H (-1.195, 1.387, 4.029)  0.4468
H (-0.791, 3.787, 3.810)  0.6695
H (-0.042, 3.053, 2.349)  0.1814
H (1.731, 3.347, 4.849)  0.4311
H (2.167, 3.718, 3.143)  0.2155
H (0.363, 5.354, 6.067)  0.3696
H (1.936, 2.144, 1.724)  0.7286
H (3.285, 1.334, 2.534)  0.7388
H (2.102, -0.733, 0.806)  -1.1340
H (4.298, 1.466, 0.233)  0.4988
H (4.242, -0.126, -0.601)  0.2982
H (4.592, -0.016, 1.189)  0.1677
H (2.248, 1.680, -0.668)  0.3388
C (-3.933, -5.781, -2.304)  -0.8788
C (-3.243, -5.466, -1.058)  0.4538
N (-2.702, -5.212, -0.078)  -0.3964
H (-4.214, -4.875, -2.842)  0.2733
H (-3.303, -6.374, -2.967)  0.2627
H (-4.845, -6.351, -2.120)  0.3259
C (-1.882, 2.877, -3.445)  -0.9672
C (-1.767, 2.191, -2.164)  0.5656
N (-1.679, 1.650, -1.155)  -0.4028
H (-2.146, 3.927, -3.310)  0.2376
H (-0.943, 2.843, -4.000)  0.2823
H (-2.650, 2.422, -4.072)  0.2587
C (5.575, -6.860, -2.157)  -0.5329
C (5.878, -8.285, -2.061)  0.2640
N (6.113, -9.407, -1.977)  -0.4225
H (6.352, -6.254, -1.691)  0.2938
H (5.490, -6.538, -3.195)  0.3724
H (4.634, -6.616, -1.664)  0.0477
C (-1.708, 6.142, 0.739)  -0.6639
C (-2.215, 5.932, -0.613)  0.3322
N (-2.612, 5.768, -1.680)  -0.5089
H (-2.171, 7.010, 1.209)  0.3515
H (-1.905, 5.281, 1.377)  0.1925
H (-0.632, 6.307, 0.740)  0.3769
C (4.988, -7.945, 1.565)  -0.6418
C (4.277, -7.988, 2.836)  0.2747
N (3.704, -8.018, 3.829)  -0.3793
H (4.575, -8.658, 0.850)  0.2926
H (4.929, -6.954, 1.110)  0.1456
H (6.044, -8.183, 1.690)  0.3014
C (-5.832, 5.257, 0.214)  -0.1702
C (-6.266, 3.890, 0.477)  0.2367
N (-6.609, 2.814, 0.685)  -0.3828
H (-4.803, 5.291, -0.146)  -0.1335
H (-6.453, 5.736, -0.543)  0.0794
H (-5.885, 5.874, 1.112)  0.2940
C (-1.962, -0.829, -7.096)  -0.8737
C (-2.698, -0.882, -5.839)  0.4594
N (-3.269, -0.926, -4.845)  -0.4047
H (-2.343, -1.559, -7.811)  0.2991
H (-2.038, 0.155, -7.560)  0.2843
H (-0.903, -1.040, -6.945)  0.2820
C (-6.166, 8.327, -3.101)  -0.7253
C (-6.877, 8.331, -1.828)  0.3472
N (-7.434, 8.333, -0.823)  -0.4156
H (-6.580, 7.588, -3.788)  0.2256
H (-6.223, 9.298, -3.593)  0.2940
H (-5.109, 8.090, -2.968)  0.2778
C (-6.662, 9.813, -6.963)  -0.8279
C (-6.365, 8.393, -6.805)  0.3692
N (-6.132, 7.276, -6.678)  -0.3786
H (-5.879, 10.433, -6.526)  0.2674
H (-6.747, 10.086, -8.015)  0.3239
H (-7.601, 10.079, -6.478)  0.2693

Summary:
Charge: -1
HOMO-LUMO gap (eV): 6.29